Entry 1:
ORCA calculation (wB97M-V/def2-TZVPD) on 2 unconnected molecules or ions with the total composition C3H6N2O at a distorted geometry.

CARTESIAN COORDINATES (ANGSTROEM)
1 N 3.22 -1.05 -0.73
2 C 2.13 -0.88 -0.36
3 C 0.78 -0.64 0.08
4 C -0.19 -0.09 -0.90
5 N 0.31 0.74 0.19
6 H 0.43 -1.31 0.87
7 H 0.18 0.10 -1.91
8 H -1.24 -0.35 -0.81
9 H 1.02 1.39 -0.12
10 O -2.44 0.67 0.91
11 H -1.51 0.96 0.97
12 H -2.70 0.47 1.81

- HOMO energy: -10.71 eV
- Energy relative to the best compared isomer or geometry (same formula, charge and spin): 50.5 kcal/mol
- Total charge: 0
- SMILES: N#C[C@@H]1CN1.O

---

Entry 2:
ORCA calculation (wB97M-V/def2-TZVPD) on 2 unconnected molecules or ions with the total composition C3H6N2O at a distorted geometry.

CARTESIAN COORDINATES (ANGSTROEM)
1 N 1.48 0.04 -0.71
2 C 0.85 -0.30 0.40
3 C -0.59 1.31 -0.14
4 C -1.76 0.76 0.00
5 O 2.04 -1.03 -1.35
6 N 0.45 -1.44 0.81
7 H 1.49 -1.81 -1.10
8 H 0.34 -1.56 1.81
9 H 0.42 0.80 0.81
10 H -0.22 2.21 -0.61
11 H -1.85 -0.23 0.43
12 H -2.66 1.25 -0.35

- HOMO energy (alpha / beta): -8.64 / -8.64 eV
- Energy relative to the best compared isomer or geometry (same formula, charge and spin): 166.8 kcal/mol
- Total charge: 0

---

Entry 3:
ORCA calculation (wB97M-V/def2-TZVPD) on a single C3H6N2O molecule.

CARTESIAN COORDINATES (ANGSTROEM)
1 N -0.10 -1.08 -1.89
2 C -0.19 -0.79 -0.57
3 O -0.64 -1.55 0.27
4 N 0.31 0.52 -0.29
5 C -0.52 1.27 0.67
6 C 0.76 0.69 1.09
7 H 0.32 -0.42 -2.52
8 H -0.40 -1.98 -2.22
9 H -0.61 2.33 0.45
10 H -1.42 0.77 1.03
11 H 1.65 1.31 1.19
12 H 0.71 -0.19 1.72

- HOMO energy: -9.70 eV
- Energy relative to the best compared isomer or geometry (same formula, charge and spin): 26.9 kcal/mol
- Total charge: 0
- SMILES: NC(=O)N1CC1

---

Entry 4:
ORCA calculation (wB97M-V/def2-TZVPD) on a single C3H6N2O molecule at a distorted geometry.

CARTESIAN COORDINATES (ANGSTROEM)
1 N 2.45 0.32 -1.97
2 C 1.79 0.40 -1.03
3 C 0.88 0.48 0.14
4 O 1.25 -0.47 1.09
5 C -0.59 0.24 -0.37
6 N -1.30 -0.62 0.58
7 H 0.97 1.50 0.55
8 H 0.39 -0.86 1.37
9 H -0.56 -0.23 -1.35
10 H -1.09 1.21 -0.48
11 H -2.07 -0.15 1.04
12 H -1.65 -1.45 0.13

- HOMO energy: -10.61 eV
- Energy relative to the best compared isomer or geometry (same formula, charge and spin): 34.0 kcal/mol
- Total charge: 0
- SMILES: N#C[C@H](O)CN

---

Entry 5:
ORCA calculation (wB97M-V/def2-TZVPD) on a single C3H6N2O molecule at a distorted geometry.

CARTESIAN COORDINATES (ANGSTROEM)
1 O -1.58 -1.36 0.29
2 N -0.87 -0.54 -0.52
3 C -0.19 0.38 0.27
4 C 0.77 0.86 -0.76
5 N 1.22 -0.51 -0.95
6 C -0.08 0.45 1.59
7 H -2.25 -1.77 -0.29
8 H 1.49 1.58 -0.38
9 H 0.24 1.28 -1.62
10 H 1.48 -0.64 -1.94
11 H 0.66 1.11 2.02
12 H -0.65 -0.20 2.25

- HOMO energy (alpha / beta): -8.99 / -8.50 eV
- Energy relative to the best compared isomer or geometry (same formula, charge and spin): 146.1 kcal/mol
- Total charge: 0

---

Entry 6:
ORCA calculation (wB97M-V/def2-TZVPD) on a single C3H6N2O molecule at a distorted geometry.

CARTESIAN COORDINATES (ANGSTROEM)
1 C -2.29 -0.23 -0.58
2 N -1.02 -0.71 -0.06
3 C -0.05 0.10 -0.06
4 N 1.20 -0.28 0.43
5 C 2.38 0.45 0.54
6 O 3.36 -0.13 1.03
7 H -3.05 -0.28 0.21
8 H -2.25 0.81 -0.96
9 H -2.62 -0.88 -1.39
10 H -0.07 1.13 -0.42
11 H 1.28 -1.24 0.79
12 H 3.13 1.26 0.48

- HOMO energy: -9.67 eV
- Energy relative to the best compared isomer or geometry (same formula, charge and spin): 71.9 kcal/mol
- Total charge: 0
- SMILES: C/N=C/NC=O

---

Entry 7:
ORCA calculation (wB97M-V/def2-TZVPD) on a molecular structure, C3H6N2O at a distorted geometry.

CARTESIAN COORDINATES (ANGSTROEM)
1 C 1.11 -0.69 -0.27
2 C 0.16 0.02 0.94
3 C -1.14 -0.03 -0.48
4 O 0.94 1.00 1.47
5 N -1.03 -0.20 1.26
6 N -1.19 1.06 -1.11
7 H 0.45 1.37 2.22
8 H -1.80 0.99 -1.93
9 H -1.57 -0.99 -0.75
10 H 1.31 -0.03 -1.11
11 H 0.75 -1.68 -0.54
12 H 2.02 -0.81 0.31

- HOMO energy: -8.99 eV
- Energy relative to the best compared isomer or geometry (same formula, charge and spin): 108.7 kcal/mol
- Total charge: 0

---

Entry 8:
ORCA calculation (wB97M-V/def2-TZVPD) on 2 unconnected molecules or ions with the total composition C3H6N2O at a distorted geometry.

CARTESIAN COORDINATES (ANGSTROEM)
1 C -0.54 -0.67 -0.69
2 C 0.24 -0.40 -1.82
3 N 1.37 0.27 -1.38
4 C 1.32 0.14 0.03
5 N 0.15 -0.16 0.43
6 H -1.16 -1.42 -0.50
7 H 0.13 -0.32 -2.95
8 H 1.99 0.95 -1.83
9 H 2.24 0.34 0.60
10 O -2.13 0.77 2.78
11 H -1.52 0.49 2.00
12 H -2.10 0.01 3.32

- HOMO energy: -9.02 eV
- Energy relative to the best compared isomer or geometry (same formula, charge and spin): 49.0 kcal/mol
- Total charge: 0
- SMILES: c1c[nH]cn1.O

---

Entry 9:
ORCA calculation (wB97M-V/def2-TZVPD) on a single C3H6N2O molecule at a distorted geometry.

CARTESIAN COORDINATES (ANGSTROEM)
1 C -0.61 1.82 -0.10
2 C 0.68 1.36 -0.03
3 C 0.67 -0.05 -0.18
4 O 1.76 -0.76 0.17
5 N -0.53 -0.60 -0.35
6 N -0.60 -1.92 0.04
7 H -1.40 1.46 0.55
8 H -0.82 2.81 -0.51
9 H 1.56 1.94 -0.26
10 H 1.49 -1.69 0.09
11 H -0.81 -1.99 1.04
12 H -1.38 -2.36 -0.44

- HOMO energy: -8.54 eV
- Energy relative to the best compared isomer or geometry (same formula, charge and spin): 82.2 kcal/mol
- Total charge: 0
- SMILES: C=C/C(O)=N/N

---

Entry 10:
ORCA calculation (wB97M-V/def2-TZVPD) on 2 unconnected molecules or ions with the total composition C3H6N2O at a distorted geometry.

CARTESIAN COORDINATES (ANGSTROEM)
1 C 0.34 -0.19 1.37
2 C 1.12 0.90 1.08
3 N 1.52 0.70 -0.22
4 C 1.00 -0.48 -0.63
5 N 0.23 -1.03 0.29
6 H -0.20 -0.32 2.29
7 H 1.24 1.86 1.54
8 H 2.00 1.32 -0.83
9 H 1.37 -0.84 -1.58
10 O -3.21 -0.78 -1.01
11 H -2.92 -0.53 -1.89
12 H -2.49 -0.62 -0.40

- HOMO energy: -9.16 eV
- Energy relative to the best compared isomer or geometry (same formula, charge and spin): 23.4 kcal/mol
- Total charge: 0
- SMILES: c1c[nH]cn1.O

---

Entry 11:
ORCA calculation (wB97M-V/def2-TZVPD) on a single C3H6N2O molecule at a distorted geometry.

CARTESIAN COORDINATES (ANGSTROEM)
1 O -2.47 0.03 -0.03
2 C -1.27 0.33 0.09
3 N -0.39 -0.70 0.14
4 N 0.79 -0.10 -0.60
5 C 1.87 -0.49 0.18
6 C 1.31 0.93 0.15
7 H -1.02 1.42 -0.16
8 H -0.66 -1.70 -0.07
9 H 2.78 -0.66 -0.50
10 H 1.65 -1.38 0.92
11 H 1.84 1.71 -0.49
12 H 0.95 1.35 1.23

- HOMO energy: -9.24 eV
- Energy relative to the best compared isomer or geometry (same formula, charge and spin): 115.6 kcal/mol
- Total charge: 0
- SMILES: O=CNN1CC1

---

Entry 12:
ORCA calculation (wB97M-V/def2-TZVPD) on 2 unconnected molecules or ions with the total composition C3H6N2O at a distorted geometry.

CARTESIAN COORDINATES (ANGSTROEM)
1 N -1.41 1.71 0.15
2 N -2.09 0.69 -0.24
3 C -2.76 -0.22 0.10
4 O -3.46 -1.19 0.12
5 H -0.56 1.89 -0.53
6 H -1.01 1.50 1.07
7 C 0.68 -0.60 -0.06
8 C -0.31 -1.39 0.02
9 H 1.06 -0.25 -1.05
10 H 1.07 -0.08 0.79
11 H -0.87 -1.91 -0.79
12 H -0.75 -1.60 1.08

- HOMO energy: -9.04 eV
- Energy relative to the best compared isomer or geometry (same formula, charge and spin): 90.0 kcal/mol
- Total charge: 0
- SMILES: NN=C=O.C=C

---

Entry 13:
ORCA calculation (wB97M-V/def2-TZVPD) on a molecular structure, C3H6N2O2 at a distorted geometry.

CARTESIAN COORDINATES (ANGSTROEM)
1 C 1.70 -0.16 0.56
2 C -1.41 -0.54 -0.14
3 C -1.62 0.99 0.03
4 H 2.43 -1.18 0.74
5 H 2.52 0.99 0.69
6 H 0.75 -0.05 1.25
7 H 0.92 0.82 -1.20
8 H -0.19 -1.83 -0.73
9 H -2.68 1.31 0.41
10 N 1.03 -0.18 -0.86
11 N -0.20 -0.84 -0.60
12 O -2.35 -1.23 0.12
13 O -0.89 1.88 -0.28

- HOMO energy: -9.51 eV
- Energy relative to the best compared isomer or geometry (same formula, charge and spin): 119.4 kcal/mol
- Total charge: 0

---

Entry 14:
ORCA calculation (wB97M-V/def2-TZVPD) on a single C3H6N2O2 molecule.

CARTESIAN COORDINATES (ANGSTROEM)
1 H -2.57 -1.99 -0.73
2 N -2.33 -1.02 -0.54
3 C -1.12 -0.83 -0.85
4 O -0.59 0.42 -0.74
5 C 0.60 0.52 0.01
6 N 1.35 1.66 -0.33
7 C 0.68 -0.05 1.34
8 O 1.27 -0.70 0.20
9 H -0.42 -1.58 -1.23
10 H 1.11 2.02 -1.25
11 H 1.28 2.39 0.36
12 H -0.21 -0.53 1.76
13 H 1.40 0.36 2.05

- HOMO energy: -10.07 eV
- Energy relative to the best compared isomer or geometry (same formula, charge and spin): 70.7 kcal/mol
- Total charge: 0
- SMILES: [H]/N=C/O[C@@]1(N)CO1

---

Entry 15:
ORCA calculation (wB97M-V/def2-TZVPD) on 3 unconnected molecules or ions with the total composition C3H6N2O2 at a distorted geometry.

CARTESIAN COORDINATES (ANGSTROEM)
1 C 1.04 -1.18 -1.19
2 C 0.68 2.25 -0.76
3 C 1.67 -0.24 0.88
4 N 1.47 -0.95 -0.06
5 N -2.54 -0.57 1.01
6 O 1.44 1.84 -1.52
7 O -0.06 2.78 -0.04
8 H 1.63 -0.88 -2.15
9 H 0.21 -1.72 -1.32
10 H 2.03 -0.77 1.79
11 H -2.10 0.19 0.31
12 H -3.54 -0.23 1.18
13 H -1.92 -0.52 1.89

- HOMO energy: -8.35 eV
- Energy relative to the best compared isomer or geometry (same formula, charge and spin): 100.8 kcal/mol
- Total charge: 0

---

Entry 16:
ORCA calculation (wB97M-V/def2-TZVPD) on a single C3H6N2O2 molecule.

CARTESIAN COORDINATES (ANGSTROEM)
1 H 2.10 0.04 -1.93
2 N 1.36 -0.10 -1.25
3 C 1.64 0.51 -0.18
4 O 0.89 0.47 0.93
5 C -0.08 -0.57 1.04
6 C -1.48 -0.21 0.55
7 N -1.49 0.52 -0.60
8 O -2.48 -0.59 1.13
9 H 2.50 1.16 0.00
10 H 0.25 -1.43 0.46
11 H -0.13 -0.84 2.09
12 H -2.39 0.59 -1.05
13 H -0.68 0.45 -1.20

- HOMO energy: -9.81 eV
- Energy relative to the best compared isomer or geometry (same formula, charge and spin): 29.1 kcal/mol
- Total charge: 0
- SMILES: [H]/N=C/OCC(N)=O

---

Entry 17:
ORCA calculation (wB97M-V/def2-TZVPD) on a single C3H6N2O2 molecule at a distorted geometry.

CARTESIAN COORDINATES (ANGSTROEM)
1 H -2.36 1.49 1.14
2 N -1.77 0.80 0.62
3 C -0.79 1.15 -0.06
4 C 0.15 -0.01 -0.60
5 N -0.29 -1.25 -0.10
6 C 1.57 0.15 -0.13
7 O 2.29 1.11 -0.31
8 O 2.00 -0.89 0.56
9 H -0.59 2.23 -0.16
10 H 0.18 -0.18 -1.65
11 H -0.55 -1.95 -0.74
12 H -1.06 -1.19 0.67
13 H 1.21 -1.46 0.76

- HOMO energy: -9.66 eV
- Energy relative to the best compared isomer or geometry (same formula, charge and spin): 46.9 kcal/mol
- Total charge: 0
- SMILES: [H]/N=C/[C@H](N)C(=O)O

---

Entry 18:
ORCA calculation (wB97M-V/def2-TZVPD) on a single C3H6N2O2 molecule at a distorted geometry.

CARTESIAN COORDINATES (ANGSTROEM)
1 N 1.84 -1.37 -0.70
2 C 1.35 -0.13 -0.34
3 O 2.01 0.88 -0.30
4 N 0.22 -0.19 0.49
5 C -0.68 0.96 0.71
6 C -1.98 0.41 0.17
7 O -2.20 0.30 -1.01
8 H 2.50 -1.18 -1.46
9 H 1.16 -2.03 -1.07
10 H -0.27 -1.05 0.74
11 H -0.44 1.81 0.08
12 H -0.72 1.26 1.77
13 H -2.80 0.33 0.92

- HOMO energy: -9.62 eV
- Energy relative to the best compared isomer or geometry (same formula, charge and spin): 41.0 kcal/mol
- Total charge: 0
- SMILES: NC(=O)NCC=O

---

Entry 19:
ORCA calculation (wB97M-V/def2-TZVPD) on a single C3H6N2O2 molecule at a distorted geometry.

CARTESIAN COORDINATES (ANGSTROEM)
1 C -0.89 -1.32 -1.00
2 C -0.98 -0.16 -0.41
3 C -0.24 0.18 0.86
4 N -0.21 1.49 1.21
5 O 1.34 -0.30 0.54
6 N 1.68 0.10 -0.76
7 O 2.68 -0.33 -1.23
8 H -1.27 -1.53 -1.94
9 H -0.37 -2.14 -0.71
10 H -1.49 0.74 -0.73
11 H -0.32 -0.63 1.65
12 H 0.45 1.73 2.00
13 H -0.38 2.17 0.50

- HOMO energy: -9.21 eV
- Energy relative to the best compared isomer or geometry (same formula, charge and spin): 133.6 kcal/mol
- Total charge: 0
- SMILES: C=C[C@H](N)ON=O